C16H16F5N4O2RuS6 as an isolated structure. Source: the OMol25 dataset; level of theory: ωB97M-V with the def2-TZVPD basis set.

Structure (ORCA input):
```
! wB97M-V def2-TZVPD RIJCOSX def2/J DEFGRID3
* xyz 1 5
Ru 0.27 -0.60 0.35
O 5.36 0.09 4.99
C 4.55 -0.28 4.21
S 4.65 0.04 2.40
C 3.07 -0.51 2.06
C 2.16 -1.02 3.07
S 0.47 -1.25 2.74
S 2.96 -1.16 4.63
S 2.61 -0.48 0.43
C -4.96 -0.64 -0.62
C -3.72 -0.63 -1.49
N -3.69 -1.02 -2.74
N -2.41 -0.77 -3.17
C -1.63 -0.31 -2.19
S 0.04 -0.20 -2.09
N -2.45 -0.16 -1.08
N -1.86 -0.02 0.20
H -5.65 -1.34 -1.18
H -5.32 0.43 -0.53
H -4.71 -0.99 0.37
H -2.18 -1.03 -4.10
H -1.61 1.03 0.42
H -2.60 -0.29 0.92
C -1.16 3.95 -1.57
C 0.05 4.09 -0.64
S 1.11 2.53 -0.44
O 0.31 1.61 0.59
C 2.48 3.19 0.72
C 3.60 3.94 0.00
H -1.82 4.80 -1.35
H -1.77 3.14 -1.25
H -0.85 3.92 -2.64
H -0.31 4.46 0.32
H 0.78 4.76 -1.00
H 2.82 2.28 1.25
H 2.02 3.92 1.48
H 4.08 3.32 -0.76
H 4.29 4.18 0.83
H 3.22 4.90 -0.47
F 1.93 -2.90 -1.33
C 0.88 -3.45 -0.67
C -0.05 -2.67 0.01
C -1.15 -3.39 0.38
F -2.10 -2.78 1.15
C -1.34 -4.75 0.11
F -2.55 -5.26 0.44
C -0.29 -5.51 -0.38
F -0.26 -6.88 -0.42
C 0.85 -4.83 -0.67
F 1.87 -5.46 -1.25
*
```

Output
Relative energy (zero: lowest compared OMol25 entry of this formula, charge and spin), kcal/mol: 0.00
Maximum force, eV Å⁻¹: 3.499
HOMO-LUMO gap (spin up / spin down), eV: 6.03 / 6.34
DFT total energy, Ha: -3971.7674
LUMO (spin up / spin down), eV: -3.57 / -5.34
E_HOMO (spin up / spin down), eV: -9.60 / -11.69

Here are the natural (NBO) charges for atoms 1 to 4, given in e: 0.7881, -0.4708, 0.2822, 0.4037

C16H16I2N3O3Re as an isolated structure. Source: the OMol25 dataset; level of theory: ωB97M-V with the def2-TZVPD basis set.

Structure (ORCA input):
```
! wB97M-V def2-TZVPD RIJCOSX def2/J DEFGRID3
* xyz 3 2
Re -0.01 1.14 1.09
C 4.46 0.34 0.26
C 3.50 -0.50 -0.49
N 3.99 -1.48 -1.25
C 3.18 -2.25 -1.94
C 1.76 -2.12 -1.99
C 1.03 -3.09 -2.87
O -0.34 -3.13 -2.57
C 1.19 -1.12 -1.22
C -0.21 -0.73 -1.32
N -0.79 0.12 -0.55
C -2.15 0.49 -0.87
C -3.11 -0.46 -1.20
C -4.38 -0.04 -1.56
C -4.70 1.31 -1.60
C -3.75 2.27 -1.25
C -2.49 1.83 -0.89
I -1.00 3.21 -0.29
C 2.08 -0.33 -0.43
O 1.62 0.59 0.38
H 5.14 -0.31 0.82
H 3.98 1.05 0.93
H 5.08 0.87 -0.46
H 3.65 -3.03 -2.52
H 1.50 -4.08 -2.73
H 1.21 -2.81 -3.92
H -0.75 -3.86 -3.05
H -0.77 -1.14 -2.15
H -2.86 -1.52 -1.16
H -5.13 -0.78 -1.81
H -5.69 1.63 -1.88
H -4.00 3.32 -1.28
N -0.39 2.94 4.91
C -0.19 2.01 4.03
O -0.21 2.31 2.78
C 0.12 0.62 4.50
I -0.35 -0.77 2.94
H -0.55 3.90 4.61
H -0.38 2.76 5.91
H -0.46 0.33 5.38
H 1.18 0.51 4.71
*
```

Output
Relative energy (zero: lowest compared OMol25 entry of this formula, charge and spin), kcal/mol: 4.13
Maximum force, eV Å⁻¹: 1.971
HOMO-LUMO gap (spin up / spin down), eV: 5.88 / 5.26
DFT total energy, Ha: -1681.9059
LUMO (spin up / spin down), eV: -11.85 / -12.15
E_HOMO (spin up / spin down), eV: -17.72 / -17.41

Here are the natural (NBO) charges for atoms 1 to 4, given in e: 1.1578, -0.6769, 0.3024, -0.3545

C16H16MnO12 as an isolated structure. Source: the OMol25 dataset; level of theory: ωB97M-V with the def2-TZVPD basis set.

Structure (ORCA input):
```
! wB97M-V def2-TZVPD RIJCOSX def2/J DEFGRID3
* xyz -1 7
Mn -0.16 -0.22 -0.32
C -2.70 2.60 -1.25
C -3.97 3.20 -1.02
C -4.20 4.00 0.29
O -5.23 4.70 0.33
C -3.16 4.01 1.24
C -1.97 3.37 1.00
C -1.68 2.64 -0.31
O -0.64 1.89 -0.66
O -1.08 3.54 1.90
O -4.91 3.21 -1.80
H -2.53 2.07 -2.18
H -3.41 4.38 2.23
C 4.69 -1.54 2.19
C 5.64 -1.42 1.16
C 5.29 -0.63 -0.21
O 6.06 -0.58 -1.17
C 3.97 -0.11 -0.22
C 3.11 -0.29 0.81
C 3.46 -1.01 2.08
O 2.68 -1.16 3.10
O 1.90 0.18 0.56
O 6.81 -1.77 1.32
H 4.90 -2.09 3.10
H 3.65 0.28 -1.18
C -2.84 -0.58 0.69
C -1.94 -1.37 1.64
O -0.71 -0.69 1.69
O -2.30 -0.54 -0.69
H -2.95 0.35 1.25
H -3.80 -1.11 0.67
H -1.76 -2.38 1.27
H -2.38 -1.57 2.62
H -0.42 -0.54 2.60
H -3.00 -0.67 -1.34
C 0.08 -2.69 -1.87
C 0.94 -1.72 -2.79
O 0.69 -0.42 -2.36
O 0.20 -2.37 -0.51
H 0.25 -3.73 -2.16
H -0.96 -2.48 -2.11
H 0.72 -1.83 -3.85
H 2.01 -1.92 -2.71
H 1.17 0.16 -2.96
H 0.47 -3.17 -0.05
*
```

Output
Relative energy (zero: lowest compared OMol25 entry of this formula, charge and spin), kcal/mol: 0.00
Maximum force, eV Å⁻¹: 5.592
HOMO-LUMO gap (spin up / spin down), eV: 4.30 / 2.56
DFT total energy, Ha: -2673.0827
LUMO (spin up / spin down), eV: 1.04 / -0.70
E_HOMO (spin up / spin down), eV: -3.26 / -3.26

Here are the natural (NBO) charges for atoms 1 to 4, given in e: 1.5993, -0.4162, 0.4012, 0.3583

C16H16N2O3PSe2V as an isolated structure. Source: the OMol25 dataset; level of theory: ωB97M-V with the def2-TZVPD basis set.

Structure (ORCA input):
```
! wB97M-V def2-TZVPD RIJCOSX def2/J DEFGRID3
* xyz 2 1
V -1.75 1.15 0.47
N -3.77 0.19 0.78
C -4.59 0.43 -0.43
C -4.24 1.83 -0.89
O -4.93 2.65 -1.37
N -2.85 2.12 -0.54
C -2.54 3.50 -0.12
C -2.02 3.50 1.34
O -1.56 4.39 1.92
O -2.04 2.14 1.90
H -3.80 -0.79 1.05
H -4.16 0.71 1.57
H -5.66 0.35 -0.26
H -4.30 -0.28 -1.21
H -3.44 4.12 -0.19
H -1.77 3.95 -0.74
Se 0.46 1.74 -0.11
P 0.80 -0.47 -0.09
Se -1.32 -1.12 0.06
C 1.53 -0.98 -1.61
C 0.96 -2.00 -2.37
C 1.60 -2.43 -3.52
C 2.80 -1.84 -3.91
C 3.36 -0.82 -3.15
C 2.74 -0.39 -2.00
C 1.69 -0.88 1.38
C 2.86 -0.15 1.65
C 3.63 -0.48 2.75
C 3.24 -1.53 3.58
C 2.08 -2.25 3.31
C 1.30 -1.93 2.21
H 0.03 -2.48 -2.08
H 1.17 -3.23 -4.11
H 3.29 -2.18 -4.81
H 4.29 -0.37 -3.46
H 3.19 0.41 -1.42
H 3.16 0.69 1.03
H 4.52 0.08 2.97
H 3.84 -1.78 4.44
H 1.79 -3.07 3.96
H 0.41 -2.50 2.01
*
```

Output
Relative energy (zero: lowest compared OMol25 entry of this formula, charge and spin), kcal/mol: 0.00
Maximum force, eV Å⁻¹: 1.186
HOMO-LUMO gap, eV: 6.01
DFT total energy, Ha: -7042.2119
LUMO, eV: -9.42
E_HOMO, eV: -15.43

Here are the natural (NBO) charges for atoms 1 to 4, given in e: 0.8356, -0.7735, -0.3375, 0.6752

C16H16N4O in the gas phase. Source: the OMol25 dataset; level of theory: ωB97M-V with the def2-TZVPD basis set.

Structure (ORCA input):
```
! wB97M-V def2-TZVPD RIJCOSX def2/J DEFGRID3
* xyz 0 1
C -2.11 -2.03 1.45
C -2.09 -2.98 0.53
C -1.63 -2.80 -0.89
H -0.99 -3.65 -1.19
H -2.50 -2.79 -1.55
O -0.99 -1.57 -1.15
C 0.22 -1.30 -0.61
C 0.74 -0.04 -0.84
C 2.01 0.32 -0.33
C 2.59 1.59 -0.54
C 3.82 1.90 -0.02
C 4.54 0.96 0.73
C 4.01 -0.28 0.94
C 2.75 -0.63 0.42
C 2.19 -1.90 0.65
C 0.96 -2.24 0.15
H 0.56 -3.21 0.34
H 2.75 -2.62 1.23
H 4.56 -1.02 1.51
H 5.51 1.22 1.13
H 4.25 2.88 -0.19
H 2.07 2.33 -1.12
C -0.11 0.98 -1.58
N -0.68 1.96 -0.67
C -1.89 1.71 -0.12
N -2.84 0.94 -0.61
C -3.86 1.10 0.26
N -3.61 1.90 1.26
N -2.33 2.30 1.03
H -1.88 2.96 1.63
H -4.80 0.60 0.15
H -0.01 2.39 -0.05
H -0.95 0.47 -2.06
H 0.48 1.51 -2.33
H -2.44 -3.98 0.75
H -2.47 -2.21 2.44
H -1.78 -1.03 1.23
*
```

Output
Relative energy (zero: lowest compared OMol25 entry of this formula, charge and spin), kcal/mol: 57.84
Maximum force, eV Å⁻¹: 0.864
HOMO-LUMO gap, eV: 8.44
DFT total energy, Ha: -913.5465
LUMO, eV: 0.47
E_HOMO, eV: -7.97

Here are the natural (NBO) charges for atoms 1 to 4, given in e: -0.3783, -0.2229, -0.1031, 0.1790

C16H16N4O4PdTe as an isolated structure. Source: the OMol25 dataset; level of theory: ωB97M-V with the def2-TZVPD basis set.

Structure (ORCA input):
```
! wB97M-V def2-TZVPD RIJCOSX def2/J DEFGRID3
* xyz 0 3
Pd -1.02 -1.85 -0.23
O -3.97 3.41 -0.35
C -3.07 3.43 -1.31
O -3.11 4.21 -2.23
C -2.01 2.38 -1.28
C -0.97 2.38 -2.19
N -0.19 1.33 -1.88
N -0.65 0.63 -0.83
C -1.77 1.25 -0.46
C -2.57 0.69 0.70
O -3.46 1.42 1.16
O -2.25 -0.46 1.10
H -3.77 2.67 0.32
H -0.77 3.06 -3.00
H 0.67 1.06 -2.32
C 2.12 0.89 3.34
C 1.61 -0.38 2.74
C 1.79 -1.70 3.10
C 1.05 -2.46 2.18
N 0.47 -1.65 1.30
N 0.82 -0.40 1.65
C 0.83 -3.93 2.11
H 2.79 0.66 4.16
H 1.29 1.49 3.73
H 2.65 1.49 2.60
H 2.37 -2.07 3.93
H 0.44 0.36 1.11
H 1.67 -4.47 2.54
H 0.70 -4.25 1.07
H -0.07 -4.21 2.66
Te -2.15 -2.66 -2.35
C -2.93 -4.40 -1.48
C -3.07 -5.56 -2.25
C -3.57 -6.71 -1.66
C -3.93 -6.71 -0.32
C -3.80 -5.56 0.44
C -3.30 -4.40 -0.14
H -2.79 -5.56 -3.29
H -3.67 -7.61 -2.25
H -4.32 -7.62 0.13
H -4.09 -5.55 1.48
H -3.22 -3.49 0.45
*
```

Output
Relative energy (zero: lowest compared OMol25 entry of this formula, charge and spin), kcal/mol: 0.00
Maximum force, eV Å⁻¹: 0.573
HOMO-LUMO gap (spin up / spin down), eV: 8.71 / 6.09
DFT total energy, Ha: -1535.1997
LUMO (spin up / spin down), eV: 0.14 / -2.59
E_HOMO (spin up / spin down), eV: -8.57 / -8.68

Here are the natural (NBO) charges for atoms 1 to 4, given in e: 0.6312, -0.6743, 0.7822, -0.6088

Question: What is the formula in the third record?
Answer: C16H16MnO12